# C21H49N7O10

A 8-piece molecular cluster, C21H49N7O10 overall at a distorted geometry (the ωB97M-V functional and the def2-TZVPD basis, OMol25).

Each line ends with the Löwdin charge.
Geometry (Å):
C (-0.80, -0.09, 2.33)  -0.060
O (-0.52, 1.26, 2.02)  0.021
C (-0.31, 1.50, 0.74)  -0.625
O (-0.15, 0.65, -0.09)  0.106
O (-0.30, 2.80, 0.53)  0.024
C (-0.11, 3.25, -0.79)  -0.033
H (0.10, -0.72, 2.31)  0.055
H (-1.49, -0.55, 1.63)  0.070
H (-1.11, -0.19, 3.37)  0.104
H (-1.01, 3.04, -1.39)  0.107
H (0.63, 2.72, -1.40)  0.078
H (0.08, 4.32, -0.78)  0.088
C (-5.37, -1.13, -1.37)  -0.068
N (-5.29, 0.08, -0.60)  0.028
C (-4.49, 0.30, 0.45)  -0.543
C (-4.63, 1.65, 1.13)  0.017
O (-3.70, -0.52, 0.92)  0.001
H (-4.76, -1.91, -0.92)  0.082
H (-5.02, -0.96, -2.39)  0.080
H (-6.38, -1.56, -1.45)  0.082
H (-5.84, 0.86, -0.92)  0.135
H (-3.64, 1.96, 1.44)  0.080
H (-5.17, 1.44, 2.06)  0.090
H (-5.17, 2.39, 0.55)  0.077
C (3.74, 3.45, 0.42)  -0.056
N (3.26, 2.36, 1.28)  0.018
C (3.59, 1.09, 1.01)  -0.548
C (2.97, 0.00, 1.87)  0.018
O (4.32, 0.80, 0.06)  0.019
H (3.11, 3.49, -0.46)  0.078
H (4.79, 3.28, 0.19)  0.086
H (3.67, 4.42, 0.91)  0.078
H (2.94, 2.60, 2.20)  0.134
H (2.35, -0.61, 1.22)  0.058
H (2.25, 0.42, 2.58)  0.076
H (3.75, -0.63, 2.29)  0.092
C (0.50, -6.46, 0.07)  -0.056
N (0.95, -5.08, 0.13)  0.012
C (0.25, -3.99, -0.22)  -0.531
C (0.98, -2.67, -0.07)  0.003
O (-0.93, -4.01, -0.55)  0.013
H (0.97, -7.02, 0.87)  0.072
H (0.79, -6.94, -0.87)  0.086
H (-0.58, -6.47, 0.22)  0.087
H (1.93, -4.91, 0.28)  0.126
H (2.03, -2.80, 0.21)  0.085
H (0.50, -2.07, 0.71)  0.053
H (1.03, -2.11, -1.00)  0.080
C (2.35, -5.42, 3.48)  -0.069
N (1.01, -5.00, 3.12)  0.005
C (0.59, -3.72, 3.05)  -0.555
C (-0.90, -3.53, 2.99)  0.016
O (1.35, -2.76, 3.05)  0.027
H (2.89, -5.70, 2.57)  0.073
H (2.34, -6.33, 4.08)  0.084
H (2.97, -4.70, 4.01)  0.088
H (0.31, -5.71, 3.21)  0.125
H (-1.21, -2.96, 2.12)  0.075
H (-1.14, -2.89, 3.85)  0.095
H (-1.48, -4.45, 3.08)  0.084
C (1.52, 7.52, -0.75)  -0.015
C (0.24, 8.33, -0.80)  -0.600
N (0.32, 9.62, -0.41)  0.153
O (-0.78, 7.82, -1.22)  0.033
H (2.37, 8.06, -0.32)  0.068
H (1.82, 7.24, -1.76)  0.087
H (1.45, 6.60, -0.17)  0.069
H (1.21, 10.08, -0.34)  0.096
H (-0.53, 10.15, -0.51)  0.109
C (0.88, 1.00, -3.99)  -0.008
C (2.20, 0.68, -3.36)  -0.573
N (2.11, 0.40, -2.02)  0.174
O (3.30, 0.66, -3.91)  0.018
H (0.72, 0.45, -4.92)  0.082
H (0.76, 2.05, -4.29)  0.087
H (0.04, 0.75, -3.35)  0.054
H (1.19, 0.30, -1.63)  0.042
H (2.89, 0.34, -1.38)  0.070
C (-1.33, -2.21, -3.61)  0.006
C (-2.00, -1.19, -2.72)  -0.604
N (-2.03, -1.43, -1.41)  0.200
O (-2.47, -0.16, -3.22)  -0.021
H (-0.70, -2.83, -2.96)  0.060
H (-0.73, -1.78, -4.40)  0.074
H (-2.08, -2.87, -4.04)  0.087
H (-1.60, -2.28, -1.05)  0.059
H (-2.57, -0.83, -0.82)  0.065

Output
DFT total energy ... -53481.52155 eV
SMILES string ... COC(=O)OC.CNC(C)=O.CNC(C)=O.CNC(C)=O.CNC(C)=O.CC(N)=O.CC(N)=O.CC(N)=O

# C6H12

A single C6H12 molecule (the ωB97M-V functional and the def2-TZVPD basis, OMol25).

Each line ends with the Löwdin charge.
Geometry (Å):
C (-0.53, 0.00, -1.94)  -0.100
C (-1.22, -0.37, -0.63)  -0.230
C (-0.68, 0.44, 0.53)  -0.287
C (-0.42, -0.16, 1.89)  -0.093
C (0.74, 0.24, 1.01)  -0.311
C (1.65, -0.84, 0.45)  -0.080
H (-1.03, 0.83, -2.45)  0.070
H (0.50, 0.32, -1.74)  0.063
H (-0.48, -0.84, -2.64)  0.070
H (-1.10, -1.44, -0.42)  0.101
H (-2.31, -0.21, -0.71)  0.107
H (-1.01, 1.47, 0.54)  0.136
H (-0.58, -1.22, 2.01)  0.106
H (-0.66, 0.43, 2.77)  0.096
H (1.26, 1.15, 1.28)  0.129
H (2.28, -1.25, 1.24)  0.076
H (2.30, -0.45, -0.34)  0.072
H (1.08, -1.67, 0.02)  0.075

Output
ΔE to the lowest compared entry with this formula, charge and spin ... 1.060 eV
DFT total energy ... -6415.88109 eV
SMILES string ... CC[C@H]1C[C@H]1C

# C8H23ClIO2P2Pd

C8H23ClIO2P2Pd as an isolated structure at a distorted geometry (the ωB97M-V functional and the def2-TZVPD basis, OMol25).

Each line ends with the Löwdin charge.
Geometry (Å):
C (0.04, 1.66, -1.53)  0.028
C (0.14, 2.05, -0.11)  -0.167
H (0.24, 2.64, -2.14)  0.206
H (-0.96, 1.26, -1.77)  0.063
H (0.65, 0.76, -1.88)  0.081
O (0.31, 2.98, 0.62)  0.164
I (0.12, 0.30, 2.09)  1.127
Pd (-0.05, -2.04, -0.13)  0.349
P (2.16, -0.76, -0.11)  0.636
C (3.14, 0.46, 0.91)  -0.264
C (3.09, -2.22, 0.46)  -0.230
H (4.15, -1.99, 0.25)  0.089
H (4.02, -0.59, -1.53)  0.081
H (2.74, -3.10, -0.09)  0.061
H (2.54, -1.05, -2.48)  0.005
H (3.22, 0.09, 1.95)  0.061
H (2.96, -2.34, 1.54)  0.074
C (2.96, -0.39, -1.71)  -0.252
H (4.16, 0.51, 0.46)  0.107
H (2.86, 0.68, -1.95)  0.067
H (2.67, 1.46, 0.89)  0.025
P (-2.03, -0.62, -0.01)  0.639
C (-3.05, 0.59, 1.12)  -0.217
C (-2.91, -0.16, -1.52)  -0.249
H (-2.59, -2.92, -0.03)  0.050
H (-4.06, -1.84, 0.26)  0.089
H (-2.93, -2.22, 1.62)  0.076
C (-3.02, -2.07, 0.53)  -0.240
H (-2.51, -0.78, -2.32)  0.049
H (-3.96, -0.39, -1.34)  0.080
H (-4.02, 0.86, 0.60)  0.108
H (-2.45, 1.52, 1.23)  0.004
H (-2.85, 0.91, -1.74)  0.067
H (-3.27, 0.10, 2.11)  0.080
Cl (0.30, -2.16, -2.45)  0.292
O (-0.80, 3.26, 2.90)  -0.042
H (-0.49, 3.13, 1.97)  -0.048
H (-0.54, 2.43, 3.34)  -0.047

Output
ΔE to the lowest compared entry with this formula, charge and spin ... 0.000 eV
DFT total energy ... -55407.55347 eV
Total charge ... +3
2S+1 ... 5

Question: Number 2 is which compound?
Answer: C6H12

Question: DFT total energy of number 2 (C6H12)?
Answer: -6415.88109 eV

Question: The highest DFT total energy belongs to which entry?
Answer: C6H12